[1]
# C5H8O

A structure of composition C5H8O (ωB97M-V/def2-TZVPD, OMol25).

```
14
Properties=species:S:1:pos:R:3:nbo_charge:R:1
H -1.12 1.96 0.33 0.230
H 2.33 0.38 1.03 0.211
H 1.30 1.41 -0.94 0.238
C 0.74 0.62 -0.41 -0.261
C -1.41 -0.84 0.21 0.015
H 1.03 -0.82 1.17 0.240
H 2.23 -0.93 -0.16 0.210
H -2.42 -0.71 -0.19 0.157
O -1.14 -0.11 1.34 -0.620
C -0.55 0.08 -1.02 -0.341
C 1.64 -0.25 0.46 -0.611
H -1.09 -1.89 0.22 0.164
C -0.62 1.05 0.05 0.134
H -0.90 0.09 -2.06 0.235
```

## Properties
* HOMO: -9.1438 eV
* 2S+1: 1
* net charge: 0
* frontier orbital gap: 10.09 eV

---

[2]
# C5H8O

The molecule C5H8O (ωB97M-V/def2-TZVPD, OMol25).

```
14
Properties=species:S:1:pos:R:3:nbo_charge:R:1
C 1.20 0.13 -0.95 -0.399
C 1.79 -0.27 0.37 -0.408
O -0.53 0.78 1.80 -0.539
H 2.52 -1.07 0.39 0.218
H -2.84 0.55 0.74 0.236
H 1.94 0.51 1.11 0.237
C -2.05 0.26 0.04 -0.718
C 0.36 -0.60 0.07 -0.350
H 0.99 1.19 -1.12 0.216
H 1.50 -0.41 -1.84 0.217
C -0.72 0.18 0.77 0.597
H -2.31 -0.67 -0.47 0.222
H 0.10 -1.63 -0.18 0.231
H -1.96 1.04 -0.72 0.238
```

## Properties
* HOMO: -9.6737 eV
* 2S+1: 1
* SMILES: CC(=O)C1CC1
* net charge: 0
* frontier orbital gap: 10.72 eV

---

[3]
# C5H8O

The molecule C5H8O (ωB97M-V/def2-TZVPD, OMol25).

```
14
Properties=species:S:1:pos:R:3:nbo_charge:R:1
H -2.54 -1.09 -0.20 0.188
C -0.59 -0.96 0.65 -0.390
H -0.73 -1.82 1.28 0.207
H 1.36 -0.40 1.40 0.198
H 1.28 -0.73 -1.05 0.206
C 0.42 0.08 1.12 -0.415
H -0.11 1.80 -0.15 0.223
C 0.58 0.14 -1.22 -0.042
H 0.65 0.49 -2.22 0.202
C -1.50 -0.73 -0.31 0.169
H 1.63 1.61 0.10 0.224
C 0.68 1.07 -0.03 -0.462
O -1.15 -0.04 -1.39 -0.527
H 0.02 0.57 2.02 0.219
```

## Properties
* HOMO: -7.8670 eV
* 2S+1: 1
* SMILES: C1=COCCC1
* net charge: 0
* frontier orbital gap: 8.94 eV